(1)
Entry from OMol25: a 5-piece molecular cluster, C4H19N3O4 overall (wB97M-V/def2-TZVPD).

Output
**Multiplicity**: 1

Element x y z (Å)
N1 -1.626 -1.287 -0.697
C1 -0.747 -1.660 0.329
C2 0.405 -0.943 0.546
N2 0.539 0.255 -0.201
C3 1.239 -1.084 1.798
C4 1.570 0.237 2.490
N3 0.426 1.027 2.806
H1 -2.436 -1.855 -0.861
H2 -1.799 -0.297 -0.791
H3 -0.933 -2.626 0.836
H4 1.388 0.721 0.144
H5 0.672 0.134 -1.200
H6 2.102 -1.649 1.378
H7 0.777 -1.681 2.562
H8 2.300 0.839 1.814
H9 2.271 0.121 3.301
H10 -0.259 1.245 2.098
H11 0.597 1.838 3.387
O1 -0.106 -0.893 -3.413
H12 -0.506 -1.003 -2.532
H13 -0.035 -1.784 -3.771
O2 -1.148 2.344 0.264
H14 -0.628 3.152 0.379
H15 -0.856 2.053 -0.610
O3 -3.386 1.312 -0.543
H16 -3.280 1.041 0.377
H17 -3.471 2.264 -0.430
O4 2.276 -0.476 -2.775
H18 1.691 -0.312 -3.522
H19 2.964 -1.032 -3.162



(2)
Entry from OMol25: one molecule with the formula C3H4BrF3O (wB97M-V/def2-TZVPD).

Output
**Multiplicity**: 1

Element x y z (Å)
O1 0.654 -1.009 1.210
C1 0.930 -0.484 -0.071
Br1 2.865 -0.132 -0.313
C2 0.070 0.717 -0.310
F1 0.475 1.635 0.598
C3 -1.444 0.310 -0.077
F2 -2.029 1.051 0.858
F3 -2.175 0.497 -1.200
H1 1.259 -1.743 1.501
H2 0.760 -1.103 -1.007
H3 0.097 1.072 -1.417
H4 -1.461 -0.813 0.227



(3)
Entry from OMol25: one molecule with the formula C7H10Si (wB97M-V/def2-TZVPD).

Output
**Multiplicity**: 1

Element x y z (Å)
C1 -0.451 1.078 -1.629
C2 0.373 0.632 -0.524
Si1 2.189 0.807 -0.241
C3 -0.543 -0.543 0.524
C4 -0.008 -1.274 1.647
C5 -1.114 -2.016 2.069
C6 -2.273 -1.743 1.305
C7 -1.882 -0.837 0.257
H1 -0.609 0.186 -2.279
H2 -0.023 1.860 -2.290
H3 -1.437 1.391 -1.294
H4 2.293 -0.264 0.733
H5 2.454 2.230 0.165
H6 3.146 0.878 -1.372
H7 0.921 -1.424 2.201
H8 -1.057 -2.454 3.058
H9 -3.286 -1.954 1.466
H10 -2.505 -0.385 -0.506



(4)
Entry from OMol25: C39H38AsBaCl4N11O4P2 as an isolated structure (wB97M-V/def2-TZVPD).

Output
**Total charge**: -2
**Multiplicity**: 1

Element x y z (Å)
Ba1 1.264 0.234 1.674
N1 -0.631 2.351 4.966
C1 -1.500 1.983 3.954
N2 -2.806 2.249 4.034
N3 -3.330 1.672 2.945
N4 -2.377 1.148 2.230
N5 -1.196 1.295 2.861
C2 0.744 2.537 4.806
N6 1.404 3.421 5.544
N7 2.681 3.286 5.148
N8 2.765 2.373 4.230
N9 1.539 1.863 3.988
H1 -1.028 3.044 5.580
O1 0.128 1.773 -0.244
P1 -0.897 1.457 -1.270
C3 -1.953 0.037 -0.854
P2 -1.136 -1.579 -0.817
O2 0.149 -1.621 -0.080
C4 -0.879 -2.111 -2.525
C5 -1.903 -2.465 -3.399
C6 -1.599 -2.862 -4.694
C7 -0.275 -2.904 -5.113
C8 0.747 -2.552 -4.242
C9 0.450 -2.158 -2.945
C10 -2.370 -2.694 -0.108
C11 -3.740 -2.589 -0.335
C12 -4.614 -3.495 0.248
C13 -4.121 -4.504 1.067
C14 -2.758 -4.598 1.311
C15 -1.880 -3.693 0.729
C16 -2.109 2.790 -1.493
C17 -2.095 3.634 -2.600
C18 -2.996 4.687 -2.684
C19 -3.905 4.906 -1.658
C20 -3.910 4.079 -0.543
C21 -3.014 3.023 -0.455
C22 -0.169 1.134 -2.885
C23 -0.946 0.901 -4.022
C24 -0.332 0.665 -5.238
C25 1.058 0.674 -5.324
C26 1.828 0.889 -4.193
C27 1.219 1.104 -2.961
H2 -2.801 0.015 -1.546
H3 -2.327 0.239 0.164
H4 -2.935 -2.450 -3.068
H5 -2.395 -3.144 -5.374
H6 -0.040 -3.215 -6.124
H7 1.783 -2.577 -4.556
H8 1.242 -1.876 -2.256
H9 -4.133 -1.781 -0.942
H10 -5.679 -3.404 0.077
H11 -4.804 -5.209 1.526
H12 -2.374 -5.367 1.969
H13 -0.818 -3.723 0.941
H14 -1.378 3.472 -3.396
H15 -2.980 5.341 -3.548
H16 -4.603 5.732 -1.723
H17 -4.600 4.256 0.272
H18 -3.002 2.399 0.433
H19 -2.029 0.903 -3.954
H20 -0.932 0.468 -6.118
H21 1.539 0.490 -6.277
H22 2.907 0.862 -4.248
H23 1.814 1.199 -2.060
Cl1 5.575 -4.092 -2.711
C28 4.849 -3.327 -1.324
C29 4.951 -3.899 -0.076
Cl2 5.818 -5.393 0.139
C30 4.346 -3.266 1.028
Cl3 4.441 -3.987 2.609
C31 3.620 -2.071 0.921
O3 3.028 -1.505 1.909
C32 3.540 -1.437 -0.401
O4 2.914 -0.317 -0.525
C33 4.149 -2.114 -1.466
Cl4 4.028 -1.369 -3.048
C34 -3.673 -1.843 3.904
N10 -2.361 -1.687 4.535
C35 -2.294 -0.719 5.630
C36 -1.307 -1.780 3.729
N11 -0.383 -1.869 3.041
H24 -4.381 -2.182 4.662
H25 -3.607 -2.600 3.123
H26 -4.021 -0.901 3.474
H27 -2.920 -1.089 6.444
H28 -2.648 0.265 5.315
H29 -1.267 -0.638 5.976
C37 4.260 2.616 -1.013
As1 3.764 2.387 0.874
C38 4.258 4.174 1.509
C39 5.365 1.431 1.441
H30 5.257 3.053 -1.108
H31 3.534 3.260 -1.512
H32 4.238 1.626 -1.470
H33 5.266 4.447 1.187
H34 4.199 4.170 2.597
H35 3.546 4.907 1.127
H36 6.266 1.956 1.117
H37 5.339 0.430 1.011
H38 5.348 1.347 2.527



(5)
Entry from OMol25: C53H70N7OTl as an isolated structure (wB97M-V/def2-TZVPD).

Output
**Multiplicity**: 1

Element x y z (Å)
Tl1 0.530 0.226 0.229
C1 5.367 -3.079 0.208
C2 4.447 -3.752 1.237
C3 3.008 -3.367 1.042
C4 2.021 -4.111 0.364
C5 2.278 -5.499 -0.180
C6 2.195 -6.604 0.886
C7 0.894 -3.287 0.432
C8 -0.460 -2.803 -1.632
C9 -1.416 -1.686 -1.723
C10 -2.585 -1.705 -2.487
C11 -3.007 -2.753 -3.482
C12 -3.763 -3.942 -2.876
C13 -3.259 -0.514 -2.179
C14 -2.481 0.146 -1.217
C15 -2.890 1.360 -0.553
C16 -2.299 2.004 0.460
N1 -1.112 1.623 1.092
C17 -0.868 2.549 2.048
C18 0.198 2.601 2.939
C19 1.236 1.673 3.072
N2 1.308 0.492 2.458
C20 2.565 -0.037 2.766
C21 3.067 -1.181 2.285
C22 2.423 -2.165 1.437
N3 1.117 -2.103 1.028
C23 3.270 0.875 3.679
C24 2.447 1.920 3.883
C25 2.668 3.126 4.739
C26 1.955 3.021 6.096
C27 4.642 0.648 4.228
C28 4.650 -0.274 5.457
C29 -1.938 3.562 2.053
C30 -2.813 3.226 1.090
C31 -4.074 3.951 0.730
C32 -3.830 5.117 -0.237
C33 -2.033 4.709 3.013
C34 -2.601 4.288 4.378
N4 -1.337 -0.559 -0.958
C35 -4.577 -0.041 -2.726
C36 -5.784 -0.526 -1.909
H1 6.418 -3.319 0.394
H2 5.249 -1.992 0.243
H3 5.116 -3.406 -0.806
H4 4.773 -3.481 2.244
H5 4.561 -4.837 1.165
H6 3.284 -5.504 -0.610
H7 1.618 -5.752 -1.007
H8 2.888 -6.396 1.705
H9 2.441 -7.585 0.468
H10 1.193 -6.660 1.321
H11 -0.810 -3.595 -2.288
H12 -2.136 -3.122 -4.034
H13 -3.648 -2.279 -4.230
H14 -3.116 -4.525 -2.213
H15 -4.135 -4.618 -3.652
H16 -4.615 -3.598 -2.285
H17 -3.817 1.793 -0.915
H18 0.240 3.471 3.584
H19 4.081 -1.426 2.589
H20 2.312 4.015 4.214
H21 3.738 3.268 4.900
H22 0.878 2.882 5.960
H23 2.112 3.920 6.696
H24 2.330 2.163 6.661
H25 5.086 1.608 4.494
H26 5.274 0.220 3.447
H27 4.093 0.178 6.282
H28 5.671 -0.466 5.799
H29 4.179 -1.234 5.226
H30 -4.534 4.334 1.643
H31 -4.791 3.255 0.291
H32 -3.184 5.874 0.217
H33 -4.772 5.596 -0.519
H34 -3.341 4.769 -1.151
H35 -2.663 5.489 2.581
H36 -1.045 5.153 3.154
H37 -3.613 3.895 4.267
H38 -2.635 5.133 5.072
H39 -1.986 3.502 4.824
H40 -4.679 -0.369 -3.763
H41 -4.587 1.051 -2.758
H42 -5.878 -1.615 -1.952
H43 -6.719 -0.094 -2.283
H44 -5.672 -0.243 -0.858
N5 -0.531 2.780 -2.213
C37 -1.353 2.259 -3.194
C38 -2.587 2.806 -3.477
C39 -3.439 2.243 -4.451
C40 -3.080 1.134 -5.159
C41 -1.809 0.557 -4.922
C42 -1.336 -0.572 -5.628
C43 -0.088 -1.063 -5.371
C44 0.700 -0.430 -4.382
N6 0.288 0.606 -3.695
C45 -0.939 1.117 -3.957
H45 0.265 2.234 -1.922
H46 -1.001 3.281 -1.477
H47 -2.906 3.686 -2.932
H48 -4.405 2.705 -4.629
H49 -3.746 0.693 -5.894
H50 -1.974 -1.030 -6.379
H51 0.305 -1.916 -5.914
H52 1.697 -0.802 -4.148
C46 4.272 1.516 -2.053
C47 2.838 1.822 -1.602
C48 2.677 3.322 -1.354
C49 2.523 1.038 -0.331
H53 4.538 2.098 -2.945
H54 4.386 0.453 -2.291
H55 4.987 1.766 -1.259
H56 2.172 1.520 -2.406
H57 3.444 3.668 -0.649
H58 1.699 3.565 -0.923
H59 2.784 3.894 -2.284
H60 2.761 1.624 0.561
H61 3.076 0.098 -0.287
C50 -1.514 -2.969 0.741
N7 -0.434 -3.486 -0.185
C51 -0.756 -4.939 -0.363
C52 0.990 -2.465 -2.090
C53 1.624 -3.419 -3.074
O1 1.541 -1.441 -1.789
H62 -1.488 -3.607 1.622
H63 -2.467 -3.043 0.222
H64 -1.337 -1.956 1.029
H65 -0.507 -5.466 0.552
H66 -0.197 -5.353 -1.191
H67 -1.817 -5.023 -0.566
H68 1.262 -4.444 -2.967
H69 2.708 -3.387 -2.958
H70 1.374 -3.068 -4.083



ΔE to the lowest compared entry with this formula, charge and spin values (in kcal/mol) by entry order: 29.51 16.82 61.56 3.06 26.68.